No. 1
ORCA calculation (ωB97M-V with the def2-TZVPD basis set) on a single C17H24N2O2 molecule at a distorted geometry.

Results
Orbital gap, hartree: 0.3284
SMILES: Cc1ccc(C(C)C)c(OCC(=O)NN=C2CCCC2)c1
Largest force on an atom, eV/A: 1.26

ORCA input file:
```
! RIJCOSX wB97M-V def2-TZVPD def2/J DEFGRID3
* xyz 0 1
H 1.512 2.085 -1.600
H -0.343 -2.737 -2.858
H 2.839 3.518 0.309
H 2.659 -2.088 -0.483
H -1.030 -3.530 -1.425
H -2.819 1.516 1.329
C -1.072 -1.246 2.161
H -0.316 -2.674 0.776
C -0.853 -1.743 0.883
C -2.604 0.784 -1.331
H -0.139 -1.310 4.088
H -0.636 1.022 -2.175
H 3.769 2.625 -0.900
C -0.425 -2.677 -1.766
N 1.763 -1.837 -0.903
H -1.868 2.051 -2.923
H -3.615 2.520 -0.506
C -1.767 -0.055 2.301
C 1.793 1.814 -0.584
N 1.424 -0.530 -1.032
H 0.942 2.026 0.067
C 3.050 2.526 -0.086
H 3.023 1.688 1.901
H -2.864 -0.015 -2.032
H -1.935 0.354 3.287
C -2.261 0.603 1.188
H -4.596 1.048 -0.521
H 0.162 -2.738 3.085
C -1.308 -1.062 -0.236
C 3.358 0.186 0.389
H 4.200 -0.117 -0.242
C 0.976 -2.899 -1.205
C 2.125 0.358 -0.466
O -1.073 -1.461 -1.523
C 3.597 1.577 0.980
C -3.854 1.622 -1.071
C -2.060 0.115 -0.091
H -1.409 -2.505 3.852
C -0.579 -1.993 3.364
H 4.647 1.759 1.205
O 1.403 -4.026 -1.041
C -1.512 1.635 -1.983
H -4.291 1.930 -2.019
H 3.219 -0.574 1.161
H -1.232 2.456 -1.325
*
```

Atomic partial charges in e from the natural (NBO) method, atoms 1 to 4: H 0.235; H 0.227; H 0.216; H 0.381

=====

No. 2
ORCA calculation (ωB97M-V with the def2-TZVPD basis set) on a gas-phase ion, C2H6N3 (charge +1) at a distorted geometry.

Results
Orbital gap, hartree: 0.4103
SMILES: CN1NC1=[NH2+]
Largest force on an atom, eV/A: 6.58

ORCA input file:
```
! RIJCOSX wB97M-V def2-TZVPD def2/J DEFGRID3
* xyz 1 1
N 1.039 -0.057 -1.163
H 0.472 -0.970 1.621
H 0.126 2.802 -0.902
H 0.258 -2.384 0.479
H -1.164 1.881 -0.020
C 0.156 0.742 -0.595
H -1.273 -1.357 1.143
N -0.228 2.020 -0.447
H 1.115 -0.368 -2.086
N -0.246 -0.514 -0.405
C -0.194 -1.291 0.828
*
```

Atomic partial charges in e from the natural (NBO) method, atoms 1 to 4: N -0.404; H 0.231; H 0.459; H 0.260

=====

No. 3
ORCA calculation (ωB97M-V with the def2-TZVPD basis set) on 13 unconnected molecules or ions with the total composition C19H50N8O27 at a distorted geometry.

Results
Orbital gap (alpha / beta), hartree: 0.0992 / 0.2378
Largest force on an atom, eV/A: 6.95

ORCA input file:
```
! RIJCOSX wB97M-V def2-TZVPD def2/J DEFGRID3
* xyz -1 2
N 21.333 21.777 12.718
O 16.518 22.627 4.045
O 13.783 25.424 7.748
O 19.710 26.776 11.019
C 19.297 24.578 16.419
C 18.017 25.877 9.795
O 18.276 22.846 6.888
C 15.028 25.209 13.051
O 14.621 15.933 9.356
H 20.042 22.755 11.495
O 16.041 20.314 10.055
H 18.502 22.835 5.955
H 18.882 22.249 18.622
H 16.920 18.033 9.903
H 17.039 25.462 10.042
H 13.691 17.473 7.686
H 11.606 25.206 11.357
C 13.105 26.663 13.040
H 17.500 21.476 19.518
H 12.655 23.582 16.342
H 15.124 22.590 8.972
H 17.965 19.349 15.073
H 14.442 23.341 16.422
H 10.431 24.296 9.390
O 16.989 22.154 17.632
N 13.577 19.313 6.836
O 15.752 22.469 10.983
N 11.338 22.342 9.230
N 18.699 26.157 11.044
H 15.461 17.932 8.831
H 10.407 23.554 7.732
H 17.498 20.990 13.967
C 16.352 17.423 9.200
O 16.032 20.977 15.986
H 21.565 23.739 11.953
H 17.441 23.234 19.081
O 17.093 20.923 11.995
C 17.858 21.531 7.278
O 11.301 22.004 10.380
C 13.825 27.149 6.165
H 19.183 25.560 16.878
O 20.396 21.101 13.085
H 9.390 22.920 9.065
H 18.078 26.737 9.128
H 19.300 19.235 15.934
H 13.820 22.374 10.094
O 22.395 21.751 13.313
H 10.628 26.474 10.719
H 16.999 21.233 6.676
O 16.365 15.667 10.695
H 15.833 25.925 12.884
C 10.343 23.380 8.806
H 21.693 22.335 10.834
C 11.629 26.264 11.097
H 15.292 24.296 12.517
H 15.505 23.801 6.129
H 18.062 18.259 16.513
H 12.431 26.482 10.392
C 17.808 22.244 18.809
H 16.940 17.191 8.313
O 12.292 22.067 8.482
H 13.035 27.480 5.491
O 18.246 25.625 12.103
N 13.292 26.435 7.326
H 14.222 21.461 15.463
H 12.152 17.671 6.758
H 18.654 20.796 7.159
O 13.436 21.941 15.192
H 18.732 25.097 9.534
H 17.588 21.623 8.330
C 13.555 23.313 15.789
N 15.743 16.247 9.776
H 13.616 24.069 15.007
C 13.226 17.860 6.780
H 13.738 17.438 5.915
C 17.239 21.687 13.170
C 21.122 22.792 11.642
O 11.986 26.948 12.290
H 18.401 24.049 16.095
O 17.874 20.298 17.003
C 18.228 19.266 16.128
H 16.267 22.092 13.454
O 12.939 19.951 6.065
H 19.667 23.850 17.141
N 20.130 24.795 15.225
H 17.911 22.518 12.954
H 14.633 26.571 5.716
O 14.385 19.632 7.653
H 14.860 22.126 6.029
C 14.830 23.128 5.601
C 16.907 21.142 16.790
O 13.229 27.091 14.139
O 19.902 24.404 14.130
H 15.067 25.124 14.137
N 15.430 23.235 4.212
O 12.357 26.975 7.949
O 13.778 25.585 12.551
C 14.802 22.834 9.985
O 14.810 23.802 3.330
H 13.804 23.469 5.468
O 21.111 25.356 15.474
C 16.254 21.163 10.943
H 14.607 23.906 10.027
H 14.089 28.041 6.732
*
```

Atomic partial charges in e from the Mulliken method, atoms 1 to 4: N 0.971; O -0.593; O -0.722; O -0.580